No. 1
The following is a DFT calculation (ωB97M-V with the def2-TZVPD basis set) of a molecular structure, C34H27HgN6O2P.

Last column: Mulliken spin population.
Cartesian coordinates (Å):
Hg -0.2709 -0.0424 -1.0717  -0.009
C 0.5734 3.7323 1.2411  -0.003
C -0.0609 2.5430 0.5756  0.141
N 0.6755 1.6650 -0.1017  0.258
N 2.0312 1.8039 -0.1414  -0.071
C 2.6351 0.8216 -0.7732  0.056
O 2.0980 -0.1977 -1.3273  0.043
C 4.1287 0.9197 -0.8223  -0.001
C 4.8266 1.9829 -0.2500  0.026
C 6.2100 2.0277 -0.3092  -0.013
C 6.9213 1.0116 -0.9392  0.024
C 6.2322 -0.0482 -1.5115  -0.015
C 4.8459 -0.0920 -1.4540  0.022
C -1.4609 2.3367 0.6657  0.157
C -2.3260 3.2478 1.3389  0.036
C -3.6646 2.9927 1.4220  0.023
C -4.1953 1.8233 0.8333  0.175
C -3.3112 0.9914 0.1800  -0.081
N -2.0043 1.2156 0.0837  0.146
H 1.6534 3.6518 1.1650  0.001
H 0.2951 3.7900 2.2963  0.006
H 0.2611 4.6682 0.7675  0.009
H 4.2617 2.7656 0.2378  0.004
H 6.7410 2.8598 0.1386  -0.001
H 8.0033 1.0491 -0.9831  0.003
H 6.7760 -0.8454 -2.0058  0.000
H 4.2881 -0.9069 -1.8946  0.006
H -1.9150 4.1452 1.7805  0.029
H -4.3169 3.6890 1.9363  0.003
H -5.2478 1.5837 0.8792  0.015
H -3.6676 0.0850 -0.3030  0.006
N -1.3610 -1.3865 -2.3604  0.005
C -2.4207 -1.8495 -2.5386  0.003
N -3.5586 -2.3461 -2.8434  0.000
C -4.1095 -3.2824 -2.0917  0.000
N -4.6598 -4.1072 -1.4915  0.000
O -0.0755 -1.9934 0.4739  0.001
P 0.7009 -3.2649 0.4614  -0.010
C -0.3719 -4.6896 0.2019  0.001
C 0.1373 -5.9492 -0.1144  0.000
C -0.7290 -7.0069 -0.3350  0.000
C -2.1033 -6.8038 -0.2686  0.000
C -2.6151 -5.5479 0.0191  0.000
C -1.7471 -4.4913 0.2641  -0.001
C 1.5814 -3.4707 2.0257  0.005
C 2.1483 -2.3102 2.5543  -0.003
C 2.8663 -2.3675 3.7379  0.000
C 3.0153 -3.5788 4.4017  0.000
C 2.4441 -4.7321 3.8839  0.000
C 1.7280 -4.6797 2.6955  0.000
C 1.9538 -3.4189 -0.8268  -0.004
C 1.5450 -3.2211 -2.1454  0.004
C 2.4541 -3.3606 -3.1784  0.001
C 3.7722 -3.7060 -2.9043  0.000
C 4.1842 -3.8959 -1.5947  0.000
C 3.2765 -3.7478 -0.5539  0.002
H 1.2075 -6.0931 -0.2130  0.000
H -0.3353 -7.9846 -0.5833  0.000
H -2.7785 -7.6271 -0.4659  0.000
H -3.6820 -5.3695 0.0162  0.000
H -2.1297 -3.4995 0.4712  0.001
H 2.0159 -1.3683 2.0339  0.002
H 3.3069 -1.4662 4.1438  0.000
H 3.5731 -3.6220 5.3289  0.000
H 2.5511 -5.6739 4.4071  0.000
H 1.2740 -5.5792 2.2985  0.000
H 0.5205 -2.9363 -2.3587  0.000
H 2.1377 -3.1883 -4.1989  0.000
H 4.4830 -3.8100 -3.7149  0.000
H 5.2157 -4.1433 -1.3781  0.000
H 3.6054 -3.8820 0.4689  0.000

Results
Expectation value of S² ... 0.774
Lowest unoccupied orbital energy (spin up / spin down) ... 2.43 / 2.43 eV
ΔE to the lowest compared entry with this formula, charge and spin ... 0.0 kcal per mole
2S+1 ... 2
Calculated total energy ... -2285.71174 Ha
Total charge ... -1
Frontier orbital gap (spin up / spin down) ... 0.1719 / 0.2532 hartree
Strongest force on any atom ... 0.4 eV/A

No. 2
The following is a DFT calculation (ωB97M-V with the def2-TZVPD basis set) of a molecular structure, C34H28AsCl3N6STc.

Last column: Mulliken spin population.
Cartesian coordinates (Å):
Tc -0.0547 -0.6546 -0.1561  1.950
C 2.9627 2.0206 1.4054  -0.012
C 2.1894 1.1425 0.6736  0.030
N 1.0349 0.6407 1.1498  -0.037
C 0.6422 0.9873 2.3826  0.013
C 1.3685 1.8562 3.1986  -0.001
C 2.5403 2.3957 2.6715  0.011
C 0.7786 2.2178 4.4999  -0.011
C 1.2962 2.7042 5.6310  0.024
C 2.6893 2.9720 6.0496  -0.023
C 3.7992 2.1514 5.8220  0.054
C 4.9752 2.5627 6.4420  -0.029
N 4.9559 3.6632 7.1480  0.633
C 3.9367 4.4606 7.3904  -0.074
N 2.8293 4.0569 6.8078  0.404
H 3.8692 2.4194 0.9725  -0.001
H 2.4816 0.8469 -0.3271  -0.018
H -0.2872 0.5545 2.7322  -0.001
H 3.1093 3.1287 3.2277  -0.001
H -0.2999 2.0993 4.5252  0.000
H 0.5877 2.9765 6.4050  0.000
H 3.7532 1.2345 5.2524  0.001
H 5.9170 2.0222 6.3867  0.029
H 4.0081 5.3500 8.0028  -0.005
Cl -5.3901 -0.2896 0.5865  0.004
C -4.2005 0.7700 1.3434  0.001
Cl -4.1625 0.5489 3.0981  0.002
Cl -4.4350 2.4537 0.9042  0.006
C -2.8704 0.3604 0.8396  0.117
N -1.8455 0.0275 0.4534  -0.065
C 2.6299 1.7277 -5.6700  0.000
C 1.3047 2.1309 -5.7623  -0.001
C 0.4124 1.8414 -4.7391  0.001
C 0.8827 1.1438 -3.6309  -0.021
C 2.2143 0.7478 -3.5164  0.003
C 3.0863 1.0358 -4.5523  0.003
As -0.3469 0.6749 -2.2557  -0.084
C -2.1672 1.1839 -2.5577  0.029
C -2.6646 2.4705 -2.6727  -0.003
C -4.0258 2.6334 -2.9171  0.000
C -4.8568 1.5260 -3.0239  0.000
C -4.3512 0.2398 -2.8888  -0.001
C -2.9931 0.0531 -2.6557  -0.017
C -2.3155 -1.2474 -2.5498  0.033
C -2.8781 -2.4922 -2.7444  -0.018
C -2.0662 -3.6322 -2.7452  0.004
C -0.6973 -3.5595 -2.5577  -0.017
C -0.0989 -2.3118 -2.3631  0.010
C -0.9087 -1.1699 -2.3336  0.001
H 3.3159 1.9524 -6.4755  0.000
H 0.9602 2.6717 -6.6332  0.000
H -0.6239 2.1434 -4.8239  0.000
H 2.5761 0.2128 -2.6433  0.010
H 4.1216 0.7299 -4.4889  0.000
H -2.0186 3.3361 -2.5980  0.000
H -4.4345 3.6279 -3.0361  0.000
H -5.9096 1.6655 -3.2303  0.000
H -5.0179 -0.6066 -2.9902  0.000
H -3.9340 -2.5988 -2.9546  0.001
H -2.5249 -4.5922 -2.9491  0.000
H -0.0847 -4.4480 -2.6296  -0.001
H 0.9831 -2.2245 -2.3385  -0.002
S 0.8059 -2.4658 1.0070  0.030
C 0.1283 -4.0210 0.5567  0.009
N -1.1521 -4.3342 0.5424  0.015
C -1.3511 -5.7834 0.3273  0.000
C 0.0874 -6.2786 0.0578  0.000
N 0.8865 -5.0576 0.2791  0.006
H -1.8728 -3.7061 0.8553  0.004
H -2.0157 -5.9514 -0.5164  0.000
H -1.7831 -6.2301 1.2207  0.000
H 0.2262 -6.6314 -0.9623  0.000
H 0.3982 -7.0582 0.7493  0.001
H 1.8949 -5.0277 0.2922  0.000

Results
Expectation value of S² ... 3.783
Lowest unoccupied orbital energy (spin up / spin down) ... -11.62 / -13.08 eV
ΔE to the lowest compared entry with this formula, charge and spin ... 0.0 kcal per mole
2S+1 ... 4
Calculated total energy ... -5734.81066 Ha
Total charge ... +4
Frontier orbital gap (spin up / spin down) ... 0.2385 / 0.1842 hartree
Strongest force on any atom ... 0.3 eV/A

No. 3
The following is a DFT calculation (ωB97M-V with the def2-TZVPD basis set) of a molecular structure, C34H28BClN8O4S2Ta in a non-equilibrium geometry.

Last column: Mulliken charge in e.
Cartesian coordinates (Å):
Ta 0.4952 -0.1273 0.5225  0.741
C -3.5613 0.3276 -3.1121  -1.558
C -2.2126 0.6346 -2.5577  0.867
C -1.1138 1.1851 -3.2129  -1.002
C -0.1091 1.2625 -2.2645  -0.586
N -0.5728 0.7812 -1.0948  1.007
N -1.8795 0.4090 -1.2775  0.146
B -2.6227 -0.5222 -0.2561  -0.548
N -1.8618 -1.8774 -0.2729  1.180
N -0.5469 -1.8288 -0.6853  -0.296
C -0.2471 -3.0572 -1.1454  -0.561
C -1.3318 -3.9072 -0.9484  -1.258
C -2.3386 -3.1235 -0.4109  0.711
C -3.7327 -3.5027 -0.0465  -1.471
C 0.9799 -3.3422 -1.9035  0.891
C 1.6427 -4.5572 -1.7591  -0.631
C 2.7524 -4.8380 -2.5401  -0.814
C 3.1961 -3.9152 -3.4790  -0.550
C 2.5274 -2.7092 -3.6370  -0.535
C 1.4232 -2.4224 -2.8513  0.235
N -2.4980 0.1290 1.1279  0.750
N -1.4012 0.9171 1.3116  0.299
C -1.6551 1.6920 2.3822  -0.263
C -2.9070 1.3669 2.8960  -1.041
C -3.4191 0.3808 2.0679  0.607
C -4.7515 -0.2879 2.0993  -1.287
C -0.7705 2.7805 2.8312  -0.202
C -0.4394 3.8025 1.9441  0.160
C 0.3958 4.8323 2.3485  -0.677
C 0.9054 4.8456 3.6407  -0.465
C 0.5540 3.8435 4.5369  -0.793
C -0.2940 2.8199 4.1374  -0.410
C 1.2577 1.7845 -2.3455  -0.135
C 1.7161 2.6650 -1.3687  0.033
C 3.0355 3.0933 -1.3822  -0.661
C 3.8920 2.6579 -2.3807  -0.603
C 3.4251 1.8065 -3.3799  -0.864
C 2.1111 1.3725 -3.3654  -0.375
H -3.6322 0.7072 -4.1284  0.437
H -4.3476 0.7817 -2.5107  0.330
H -3.7344 -0.7495 -3.1334  0.294
H -1.0762 1.5391 -4.2297  0.609
H -3.7687 -0.6590 -0.5684  -0.173
H -1.4053 -4.9386 -1.2510  0.578
H -3.9447 -4.5117 -0.3903  0.404
H -4.4607 -2.8227 -0.4899  0.317
H -3.8639 -3.4799 1.0366  0.248
H 1.2963 -5.2709 -1.0208  0.475
H 3.2725 -5.7791 -2.4177  0.412
H 4.0606 -4.1401 -4.0900  0.425
H 2.8668 -1.9947 -4.3765  0.428
H 0.8746 -1.4964 -2.9853  0.234
H -3.4006 1.8406 3.7284  0.588
H -5.2821 -0.0061 3.0052  0.432
H -4.6515 -1.3729 2.0828  0.150
H -5.3555 0.0077 1.2398  0.261
H -0.8490 3.7847 0.9398  0.507
H 0.6466 5.6273 1.6576  0.466
H 1.5664 5.6427 3.9548  0.427
H 0.9450 3.8562 5.5459  0.461
H -0.5670 2.0326 4.8316  0.513
H 1.0226 3.0519 -0.6284  0.878
H 3.3896 3.7744 -0.6189  0.485
H 4.9217 2.9892 -2.3927  0.422
H 4.0934 1.4772 -4.1642  0.451
H 1.7492 0.6917 -4.1273  0.504
S 1.7229 1.4431 1.6760  -0.011
C 1.9952 0.6818 3.2346  0.475
C 2.9766 1.3128 4.0640  -0.497
N 3.7714 1.8369 4.7081  -0.461
C 1.3090 -0.4121 3.6295  1.363
S 0.0695 -1.1798 2.6798  -0.382
C 1.5243 -0.9782 4.9303  -0.309
N 1.6650 -1.4456 5.9703  -0.413
O 2.3109 -0.3654 -0.6669  -0.543
Cl 2.9889 -1.4825 0.1040  1.915
O 3.7848 -2.2329 -0.7714  -0.547
O 3.6974 -0.9643 1.2153  -0.585
O 1.7752 -2.1678 0.5587  -0.610

Results
Lowest unoccupied orbital energy ... -5.37 eV
2S+1 ... 1
Calculated total energy ... -3389.55784 Ha
Total charge ... +1
Frontier orbital gap ... 0.2266 hartree
Strongest force on any atom ... 1.5 eV/A